[1]
{
  "formula": "C25H52F2O22S7",
  "method": "the ωB97M-V functional and the def2-TZVPD basis",
  "species": ["C", "H", "O", "H", "H", "H", "H", "C", "S", "H", "C", "O", "H", "C", "S", "H", "O", "O", "C", "H", "H", "C", "H", "H", "H", "O", "H", "H", "H", "H", "O", "C", "C", "O", "H", "F", "H", "O", "O", "F", "H", "H", "H", "O", "O", "O", "O", "H", "C", "C", "H", "H", "H", "C", "H", "O", "H", "H", "S", "C", "H", "C", "H", "C", "H", "C", "C", "H", "H", "H", "O", "H", "C", "O", "H", "O", "H", "H", "H", "H", "C", "O", "S", "O", "O", "H", "H", "C", "C", "H", "H", "O", "H", "S", "S", "H", "H", "C", "S", "H", "O", "H", "C", "C", "C", "C", "H", "H"],
  "coordinates": [[1.645, -0.297, -3.169], [-0.906, 0.677, 2.008], [-0.921, 2.343, 7.364], [1.828, -2.938, 4.513], [1.284, 9.106, -6.115], [-0.581, -3.018, 4.065], [-4.197, 1.564, -7.611], [2.670, -0.686, -1.907], [-1.157, 2.039, 0.089], [-0.927, -6.782, -5.971], [-1.487, 0.902, 9.968], [-2.121, -0.623, -5.694], [-2.071, 2.022, 2.272], [-3.903, -2.526, -5.390], [2.740, -3.280, 0.962], [-0.946, -3.067, 5.796], [-2.232, 2.853, -0.438], [-1.027, 2.241, 9.866], [0.397, -1.388, -3.393], [4.719, -3.376, -0.716], [1.880, 10.552, -1.806], [3.895, -2.610, -0.369], [1.568, -6.652, -4.174], [0.386, -0.121, 9.598], [-2.269, 0.889, 10.734], [1.157, -9.365, -6.479], [-0.025, -11.021, -4.499], [-3.302, -3.318, -5.842], [-0.474, 4.544, -1.483], [0.137, 0.337, 11.280], [-4.544, -0.053, -5.394], [-0.369, -0.036, 10.385], [-0.776, 9.341, -5.576], [-0.635, 9.353, -2.349], [-1.287, 4.753, 8.717], [-0.429, -3.871, -3.255], [2.425, -1.492, 8.822], [1.697, -2.707, 6.526], [0.816, 7.303, -2.677], [3.274, 0.367, -1.052], [-5.031, 1.784, -4.676], [3.404, -2.996, 8.694], [1.239, -10.776, -3.242], [2.817, -8.933, -4.616], [1.360, -4.741, 7.951], [-0.473, 1.053, -0.721], [2.519, -2.128, 2.010], [1.336, 2.973, -0.765], [0.645, -2.858, -3.119], [0.616, 8.802, -5.303], [2.860, 9.048, -1.935], [0.619, 7.707, -5.276], [-3.370, 1.657, -5.251], [-0.231, -2.703, 5.052], [-0.760, -1.038, 10.587], [-0.052, 3.014, 0.782], [3.233, -4.475, 1.568], [0.066, -5.322, -5.728], [-0.166, 2.675, 8.554], [2.203, -3.252, -2.655], [-0.670, -1.036, -3.719], [-4.862, 1.894, -6.808], [-3.699, -2.467, -4.320], [-0.248, 4.430, 8.805], [-0.230, 5.520, -0.037], [-4.402, 1.358, -5.465], [2.436, -2.574, 8.968], [1.040, 5.439, -1.284], [-4.872, 2.987, -6.806], [-1.125, 9.027, -6.563], [-0.090, -2.691, 8.279], [1.702, 4.021, 0.602], [0.076, -6.416, -5.731], [-3.781, -1.056, -7.557], [0.741, -6.746, -6.534], [1.787, 0.823, -3.916], [4.471, -1.689, 0.089], [-1.491, 8.977, -4.833], [1.636, -11.627, -4.764], [-0.093, -6.526, -3.598], [-1.725, 1.254, 1.577], [1.314, -3.641, 0.432], [0.634, 8.740, -2.678], [1.206, 2.251, 8.736], [1.152, 9.338, -4.102], [-5.865, 1.528, -7.049], [-0.240, -1.610, 5.103], [0.275, 4.865, -0.753], [0.893, 3.672, -0.048], [-4.963, -2.711, -5.576], [1.164, -4.337, 5.352], [2.801, -4.386, -3.089], [-0.784, 10.435, -5.526], [1.179, -3.305, 7.950], [-3.446, -0.989, -6.151], [-1.949, 0.576, 9.030], [0.153, 4.666, 9.792], [1.161, -3.242, 5.326], [1.492, -9.298, -5.073], [1.662, 9.233, -0.619], [0.394, -8.362, -4.316], [-2.552, 0.592, 1.314], [0.536, -6.951, -4.388], [2.924, -2.155, -1.641], [1.035, -10.835, -4.312], [1.891, 9.470, -1.660], [0.359, 4.910, 8.034], [2.207, -2.811, 10.009]],
  "fmax_ev_per_a": 9.371,
  "smiles": "O=C1C=C(F)C(=O)C(C[SH](=O)=O)=C1F.CCOS(C)(=O)=O.CCOS(C)(=O)=O.CCOS(C)(=O)=O.CCOS(C)(=O)=O.CCOS(C)(=O)=O.CCOS(C)(=O)=O",
  "charge": 0
}

***

[2]
{
  "formula": "H6InO3",
  "method": "the ωB97M-V functional and the def2-TZVPD basis",
  "species": ["H", "H", "O", "H", "O", "In", "O", "H", "H", "H"],
  "coordinates": [[-0.263, -1.765, 0.876], [-0.114, -2.266, -0.290], [-0.286, -0.820, 1.027], [-0.897, -0.709, 1.756], [0.289, 2.541, -0.165], [0.305, 0.464, -0.656], [0.465, -1.756, -0.857], [-0.106, 2.823, 0.660], [0.506, 3.356, -0.618], [0.101, -1.868, -1.735]],
  "relative_energy_ev": 0.0000,
  "fmax_ev_per_a": 3.437,
  "charge": 3
}

***

[3]
{
  "formula": "C45H81N3O3PSbSiY",
  "method": "the ωB97M-V functional and the def2-TZVPD basis",
  "species": ["H", "C", "C", "H", "C", "H", "C", "H", "O", "H", "C", "H", "H", "H", "H", "H", "H", "H", "C", "H", "C", "C", "H", "H", "H", "C", "H", "H", "C", "H", "H", "H", "C", "H", "C", "H", "H", "H", "H", "H", "H", "H", "H", "H", "H", "H", "H", "H", "C", "H", "C", "H", "H", "H", "H", "H", "C", "H", "C", "C", "H", "C", "C", "C", "H", "H", "C", "H", "H", "H", "H", "C", "H", "C", "H", "C", "P", "N", "H", "O", "C", "N", "H", "C", "C", "H", "H", "H", "C", "C", "C", "H", "C", "H", "H", "H", "H", "H", "H", "H", "C", "Si", "H", "C", "C", "C", "C", "C", "H", "H", "H", "H", "H", "C", "H", "C", "H", "Y", "C", "C", "O", "C", "H", "Sb", "C", "H", "N", "H", "C", "C", "H", "H", "H", "H", "H", "H"],
  "coordinates": [[2.560, -4.398, -1.912], [1.003, 4.473, 4.073], [1.032, 3.560, -2.908], [-2.177, -4.079, 5.089], [-4.648, 0.722, -0.619], [-2.601, 0.747, -4.576], [-1.995, 3.356, -4.853], [2.771, -4.910, 0.442], [-0.055, -1.632, 1.180], [1.402, -0.791, 3.247], [0.336, 4.816, -2.368], [3.783, -3.503, 1.925], [-0.163, 4.599, -1.423], [4.712, -3.189, 4.061], [-2.634, 2.933, -1.473], [1.074, 5.537, 3.898], [-4.055, -2.600, -0.931], [-2.881, 0.708, -2.816], [-3.132, 0.280, 1.657], [5.236, 2.259, -1.172], [3.634, -1.464, -0.445], [-4.280, -0.583, -0.304], [2.719, -4.644, 2.754], [0.366, -4.327, -2.949], [-0.255, -5.566, -1.859], [1.276, 3.994, 5.324], [-2.583, 0.092, 2.574], [1.264, -5.857, 0.427], [2.172, 3.246, -1.933], [-3.718, 3.604, -2.701], [0.866, 4.104, -5.026], [4.583, -1.904, -0.142], [-3.114, 2.745, 2.220], [1.967, 0.078, -2.393], [3.623, -3.165, 4.075], [-3.983, -1.209, -3.015], [-6.006, -2.475, 0.583], [-3.861, 2.875, 3.006], [-0.076, 5.917, 0.546], [1.799, 3.206, -0.907], [-1.304, -0.735, -4.175], [-5.695, -0.810, -2.789], [-0.364, 6.176, 2.276], [-3.019, 3.604, -5.151], [-1.547, 2.773, -5.659], [5.226, -0.713, 1.920], [-6.847, -1.421, -0.560], [2.632, 0.956, -3.796], [-0.210, -4.777, 4.450], [-1.522, -2.107, 3.078], [3.078, -1.750, 4.305], [-0.409, -5.647, 5.073], [2.280, -0.763, -3.923], [-2.196, 4.409, -2.344], [0.784, -4.401, 4.696], [-1.075, -5.827, 2.760], [0.592, 2.214, 3.232], [0.713, 0.698, 4.741], [0.807, 1.762, 4.563], [-2.667, 3.434, -2.444], [2.248, 3.062, -4.658], [5.035, 1.192, -1.258], [3.039, -3.600, 2.722], [0.414, -4.708, -1.930], [-1.446, 4.294, -4.760], [-6.504, -3.101, -0.998], [1.725, -1.768, 3.608], [3.283, -3.830, 4.869], [4.743, 0.827, 2.678], [-4.557, 2.794, -0.085], [2.977, -1.515, 5.363], [0.509, 0.474, -3.969], [2.810, -2.015, -0.001], [0.022, -3.635, -0.907], [-0.451, 0.778, -5.914], [-0.273, -5.108, 2.955], [0.570, -2.929, 1.550], [1.933, -2.670, 2.458], [-3.227, -1.793, 1.113], [-0.092, 3.515, 0.745], [-3.492, 1.592, 1.328], [1.023, -3.747, 0.182], [-5.258, 0.926, -1.490], [1.150, 2.618, 5.573], [1.778, -4.985, 0.001], [-2.151, 2.573, 2.701], [-3.937, 1.651, -3.875], [3.555, -1.510, -1.530], [-1.278, -3.678, 4.624], [0.280, 5.687, 1.546], [1.832, -5.110, -1.517], [2.098, -6.111, -1.849], [-4.922, -1.549, -2.577], [0.084, -2.629, -1.329], [1.094, 5.584, -2.186], [0.193, -1.656, -4.101], [-0.384, 5.228, -3.074], [1.581, 4.662, 6.117], [3.728, -1.004, 3.853], [0.964, -2.158, 4.295], [-1.590, -3.188, 3.190], [-0.203, 2.048, -3.029], [5.954, 0.640, -1.078], [0.267, 4.186, 1.727], [-0.327, -0.782, -3.699], [-4.775, -1.788, -1.075], [-3.509, -0.782, 0.840], [0.550, 0.692, -5.491], [-3.061, 3.673, 1.651], [2.666, 2.302, -2.162], [-2.595, -3.501, 2.894], [2.926, 4.038, -1.991], [-0.921, -2.865, 5.255], [0.631, 3.625, 3.004], [2.280, 4.764, -4.204], [5.061, 0.350, 1.754], [1.329, 2.235, 6.569], [-0.314, 0.884, 0.008], [-6.117, -2.227, -0.473], [-2.901, 1.337, -3.710], [0.389, 1.334, 2.311], [1.635, 3.883, -4.284], [-0.997, -3.780, -0.535], [3.556, 0.593, 0.211], [1.933, 0.179, -3.484], [0.663, -5.513, 2.569], [-0.615, -3.843, 2.308], [1.116, 1.583, -5.762], [-2.014, 2.573, -3.530], [-4.250, 1.789, 0.176], [-5.214, -2.477, -3.068], [1.293, 6.074, 1.662], [1.038, -0.164, -5.971], [-0.478, -0.948, -2.625], [4.692, 0.985, -2.271], [5.990, 0.811, 1.425]],
  "relative_energy_ev": 2.8554,
  "fmax_ev_per_a": 3.159,
  "charge": 1
}

***

[4]
{
  "formula": "C5H6O",
  "method": "the ωB97M-V functional and the def2-TZVPD basis",
  "species": ["C", "H", "C", "C", "C", "H", "O", "C", "H", "H", "H", "H"],
  "coordinates": [[-0.614, -0.521, 1.761], [0.517, 1.519, -1.608], [0.458, -0.418, -0.578], [-0.462, 1.468, 1.148], [-0.160, 0.360, 0.573], [-0.216, 0.339, -2.372], [0.675, -1.588, -0.596], [0.630, 0.507, -1.805], [1.402, 0.135, -2.484], [-0.884, 0.112, 2.598], [0.245, -1.032, 1.913], [-1.592, -0.882, 1.451]],
  "relative_energy_ev": 4.2783,
  "fmax_ev_per_a": 4.297,
  "charge": 0
}

***

[5]
{
  "formula": "C4H7NO2",
  "method": "the ωB97M-V functional and the def2-TZVPD basis",
  "species": ["C", "O", "H", "O", "H", "H", "H", "C", "H", "C", "H", "C", "N", "H"],
  "coordinates": [[1.441, -0.240, -1.005], [1.725, 0.880, -1.345], [2.322, -0.620, 0.869], [0.539, 0.191, 1.265], [-1.149, -0.962, -0.648], [1.253, -1.044, -1.750], [-0.535, 0.612, -1.231], [-0.740, 0.504, 0.903], [-2.185, 0.474, -0.689], [1.309, -0.666, 0.455], [0.961, -1.707, 0.519], [-1.174, 0.125, -0.494], [-1.426, 1.118, 1.769], [-2.341, 1.335, 1.383]],
  "relative_energy_ev": 2.0748,
  "fmax_ev_per_a": 0.593,
  "smiles": "[H]/N=C(\\C)OCC=O",
  "charge": 0
}

***

Number 1: Kohn-Sham gap 0.2997 Eh. Number 2: Kohn-Sham gap 0.3310 Eh. Number 3: Kohn-Sham gap 0.2355 Eh. Number 4: Kohn-Sham gap 0.3940 Eh. Number 5: Kohn-Sham gap 0.3851 Eh.